(1)
Computed, not measured: C42H52BN11OPbS5 as an isolated structure at a distorted geometry, with ωB97M-V with the def2-TZVPD basis set.

Output
Charge: -2
HOMO (alpha / beta), eV: -1.18 / -1.06
Energy relative to the best compared isomer or geometry (same formula, charge and spin), kcal/mol: 0.00
Electronic energy, eV: -122936.27603
Frontier orbital gap (alpha / beta), eV: 4.6 / 4.4
E_LUMO (alpha / beta), eV: 3.374 / 3.330

```
113
Properties=species:S:1:pos:R:3:forces:R:3
H 5.263 -4.016 -0.635 0.4 -0.4 0.1
H 3.457 2.322 -0.599 0.2 -0.1 0.0
H 6.618 -2.911 -2.192 -0.3 0.3 -0.3
C -0.490 0.959 1.921 -2.9 0.9 1.6
N 1.435 1.548 0.612 -0.1 0.6 -0.2
H -7.342 -2.736 1.980 0.5 0.3 -0.2
H 0.736 3.958 2.834 -0.4 -0.5 -0.8
C -4.141 -2.593 0.881 0.6 0.4 0.0
H 6.191 -1.897 0.365 -0.1 0.0 -0.1
C -0.553 2.252 2.499 0.7 -1.2 -0.7
C -0.298 -5.628 0.190 0.6 -0.4 0.2
H -0.037 -1.491 4.656 1.1 -0.4 -0.1
C -1.595 5.119 -2.630 0.4 0.3 0.0
H -3.085 3.489 -4.129 -0.1 0.5 0.4
N -3.649 2.226 0.604 0.2 1.1 -1.0
N 0.596 -1.992 0.777 0.0 1.6 -0.4
H -0.322 -4.150 4.777 0.9 -0.1 0.1
H 0.939 -5.341 2.557 -0.1 0.7 0.1
H 3.470 -3.261 5.278 -0.3 0.5 0.3
H -6.543 -0.880 3.367 -0.5 0.6 0.1
C -5.454 -2.988 0.964 -0.6 -0.2 -0.4
C -4.442 -0.805 -3.775 -0.6 -0.3 -0.9
N 2.637 -1.292 -0.841 0.3 1.8 -1.4
C -3.461 2.965 -0.283 -0.3 -1.3 1.2
N -5.617 -1.825 -7.047 0.1 0.4 1.1
H 2.181 3.133 -1.431 -0.3 0.2 0.4
H 6.338 -1.249 -2.758 -0.2 -0.3 0.0
C 0.775 -4.192 4.996 -0.5 0.2 -0.3
H -2.443 5.600 -0.672 -0.1 0.3 -0.1
H 2.355 5.778 -0.009 0.1 0.1 0.1
C 3.459 -0.556 -2.995 -0.7 0.5 0.6
H 1.617 -0.888 4.311 -0.5 -0.6 0.4
N 0.429 0.664 0.977 1.9 -2.5 -2.0
C 0.539 3.050 2.220 1.2 1.6 0.7
H -0.966 6.030 -2.536 -0.3 -0.5 0.1
C 0.232 -4.392 0.807 0.2 2.8 -0.7
C 1.482 2.694 1.224 -0.8 0.0 0.2
H -4.722 2.976 -2.534 0.0 -0.1 -0.1
H -3.419 -3.169 0.297 -0.1 0.2 0.1
C 1.057 -1.725 4.796 -0.4 1.0 0.2
C -2.119 4.731 -1.244 -0.3 -0.8 0.5
H 5.336 -2.592 -3.410 0.2 0.0 0.2
H -1.616 3.921 3.256 -0.2 -0.4 0.1
C 1.281 0.114 -2.270 -0.4 -0.3 0.4
C 1.494 -3.073 4.212 0.2 0.1 -0.4
C 0.129 -3.130 0.121 -0.1 -1.1 0.7
H -2.672 2.494 2.767 0.9 0.4 0.5
O -2.616 5.470 -3.554 -0.9 -1.1 0.7
H 4.396 4.570 1.400 -0.2 -0.3 0.1
H 4.279 -0.609 -3.703 -0.2 0.1 0.0
C 2.289 0.121 -3.285 1.2 -0.8 0.6
N 1.542 -0.528 -1.097 -0.6 -0.6 0.9
H -4.298 0.236 2.792 -0.4 -0.7 0.1
C -1.716 2.821 3.262 -0.6 -0.5 0.3
H -4.320 4.717 -4.425 0.1 -0.1 0.6
H 1.245 -1.702 5.893 0.1 0.0 -0.6
C -6.147 0.636 -4.839 -1.3 1.6 -0.4
C 4.851 -2.031 -1.351 -0.2 0.5 -0.3
H -1.349 4.228 -0.635 0.0 0.3 -0.4
H 3.515 -2.363 3.724 -0.1 0.2 0.1
S -0.637 -3.038 -1.450 1.1 -0.6 0.3
H 6.085 -0.382 -0.505 -0.2 0.0 -0.3
C -5.917 -1.233 2.577 0.8 -0.4 -0.6
N -6.814 1.586 -5.007 0.8 -1.1 0.5
C 1.778 5.092 0.614 0.2 0.0 0.5
H 4.705 -0.912 0.478 0.5 -0.2 -0.1
H 0.901 -3.993 6.066 0.1 -0.2 -0.1
H 3.395 -4.100 3.807 -0.3 0.1 -0.2
C -5.314 -0.489 -4.863 0.3 -0.4 0.2
C 3.708 3.738 1.654 0.8 -0.1 -0.3
C 4.405 -3.427 -0.906 -1.1 0.5 -0.6
C 2.965 3.287 -0.682 0.3 0.0 -0.4
H 2.926 0.710 -5.224 -0.2 0.1 0.0
H -0.949 4.313 -3.028 -0.4 0.1 0.0
H -1.137 -5.379 -0.456 -0.2 -0.2 0.1
C 1.109 -3.137 2.716 -0.2 -0.8 0.0
H 3.844 -3.884 -1.755 0.4 0.0 0.7
C 3.042 -3.172 4.279 -0.1 -1.0 -0.2
H 3.665 4.014 -1.112 0.1 0.0 0.2
C 5.503 -1.257 -0.204 0.0 -0.2 0.9
C -3.591 4.372 -3.672 0.8 0.1 -0.8
C -5.458 -1.260 -6.037 0.4 -0.4 -1.4
C -3.689 -1.423 1.556 -0.6 0.5 0.5
H -5.793 -3.840 0.329 0.2 0.7 0.7
C 0.795 -4.365 2.069 0.1 -0.6 0.7
C 2.036 0.783 -4.589 -0.3 -0.4 -0.4
N -3.237 3.755 -1.312 0.6 0.9 -1.2
H 0.495 -6.067 -0.451 -0.5 -0.1 0.3
H 4.278 2.781 1.566 -0.4 0.7 -0.1
N 1.079 -2.003 2.091 -0.8 0.4 -0.8
H -0.562 -6.295 1.031 0.0 -0.1 -0.7
H 1.141 -5.203 4.761 -0.1 0.3 0.1
S -1.729 -0.100 2.574 0.6 0.6 0.5
Pb -2.113 -0.855 -1.363 -1.7 0.3 0.3
H 1.615 5.553 1.618 0.1 -0.3 -0.8
S -4.985 -0.337 -2.237 0.6 0.3 0.4
C 5.833 -2.197 -2.511 0.4 0.0 0.0
H 1.740 1.820 -4.447 0.0 0.1 0.0
H 3.458 3.831 2.711 -0.3 0.1 0.0
H -1.763 2.467 4.319 0.1 0.2 -0.7
H -5.075 4.631 -2.051 0.8 -0.2 -0.1
H 0.810 4.954 0.130 0.0 0.1 0.1
C -4.645 -0.727 2.375 1.1 0.2 -0.1
C 2.494 3.724 0.705 -0.3 -0.4 0.2
C -6.339 -2.308 1.812 -0.8 -1.3 0.2
N -2.386 -1.018 1.392 0.2 -1.1 -1.3
C -4.247 3.942 -2.365 -0.6 0.3 0.2
H 1.170 0.293 -5.081 0.5 0.2 0.2
S -0.242 0.788 -2.588 0.7 0.8 -0.1
S -3.008 -1.701 -4.145 0.1 0.2 1.0
C 3.598 -1.214 -1.732 0.0 -1.1 -0.4
H 3.712 -3.340 -0.066 0.1 -0.2 0.0
B 0.611 -0.590 0.172 0.2 -0.9 1.0
```
Forces are in eV/Å.

---

(2)
Computed, not measured: C42H52BN8Ru as an isolated structure at a distorted geometry, with ωB97M-V with the def2-TZVPD basis set.

Output
Charge: +1
HOMO (alpha / beta), eV: -9.76 / -9.78
Electronic energy, eV: -59573.49807
Frontier orbital gap (alpha / beta), eV: 4.9 / 4.8
E_LUMO (alpha / beta), eV: -4.848 / -4.942

```
104
Properties=species:S:1:pos:R:3:forces:R:3
C -2.589 -0.820 3.500 -0.4 0.2 -0.2
H 3.608 0.350 4.208 0.0 0.1 0.0
C 2.902 -1.492 -0.539 -0.2 0.1 0.1
H -5.917 -0.820 1.845 0.0 0.0 0.0
H -4.783 0.661 4.280 0.0 0.1 0.0
C 0.773 -2.030 2.220 -0.3 -0.2 0.7
C -0.116 1.227 -3.068 0.0 -0.1 0.2
H -5.722 0.758 -2.889 0.0 0.0 0.0
H 3.444 1.011 -5.103 0.0 0.1 0.0
C -1.415 -0.980 2.682 0.1 0.0 0.1
C -3.440 -0.020 2.795 0.2 -0.2 0.3
H 1.980 1.964 -4.941 0.1 0.0 0.0
C 1.580 1.228 4.053 -0.2 0.1 -0.2
N 0.787 1.447 2.992 0.3 0.0 0.3
C 1.683 0.034 -5.874 0.1 0.1 0.0
C 4.406 -0.889 -3.161 -0.1 -0.2 0.0
C -3.341 0.974 0.502 0.2 -0.1 -0.1
H -2.376 4.577 -5.055 0.0 0.0 0.0
C 2.786 -2.810 1.586 -0.1 0.1 0.0
H 2.971 -3.951 4.063 0.0 0.1 0.0
H 5.274 -2.721 -3.939 0.0 0.0 0.0
C -2.267 4.090 -4.087 -0.1 -0.1 -0.1
H -2.523 -2.436 4.891 -0.1 0.0 0.0
H 1.620 -3.030 4.698 0.0 0.0 0.0
H -0.841 -0.727 5.675 0.0 0.0 0.0
H -6.867 -0.187 3.200 0.0 0.0 0.0
C 3.083 -0.332 -2.742 -0.1 0.2 -0.2
H 3.291 0.167 1.506 -0.1 -0.1 0.0
H 1.806 0.417 -6.887 0.0 0.0 0.0
C -0.559 3.410 -0.440 0.0 0.5 -0.1
N -0.823 2.859 1.632 -0.3 0.4 -0.1
C 4.041 -4.700 0.500 0.1 0.1 0.1
H 4.825 -0.263 -3.949 0.0 0.0 0.0
H 4.414 -3.857 2.447 0.1 0.1 0.0
C -1.903 -0.626 5.906 -0.1 -0.1 -0.1
H -4.943 3.113 -2.623 0.0 0.1 0.0
H -3.815 -1.282 5.167 0.0 -0.1 0.0
C 2.594 0.532 2.241 0.4 0.1 0.2
C 1.061 0.641 -2.631 -0.1 0.2 -0.1
H -2.143 0.438 5.904 0.0 0.0 0.0
B -0.490 2.314 3.040 -0.5 -0.1 0.6
H -4.973 2.953 -0.875 0.0 0.0 0.0
H -2.901 4.607 -3.366 0.0 0.0 0.0
H 1.117 -5.464 4.768 0.0 0.0 0.0
C 4.103 -3.506 1.464 -0.1 -0.1 -0.1
C -1.309 1.292 -2.372 0.1 0.2 -0.6
N 1.229 0.047 -1.415 0.0 -0.1 -0.2
C 2.426 -0.603 -1.486 0.3 0.0 0.1
N -0.173 2.540 0.500 -0.3 -1.6 -0.4
H 3.365 -5.466 0.881 0.0 0.0 0.0
H 3.679 -4.395 -0.483 0.0 0.0 0.0
H -2.184 4.361 2.210 0.1 0.0 0.1
C 1.070 -4.932 3.818 0.1 0.1 0.0
C -4.811 2.403 -1.806 0.0 -0.2 0.0
C -2.661 2.608 -4.175 0.1 0.2 0.1
H -5.752 0.553 -1.138 0.0 0.0 0.0
H -1.421 1.697 3.489 0.0 -0.2 -0.1
H 5.104 -0.855 -2.321 0.0 0.1 0.0
H -5.031 1.393 2.707 0.0 0.0 0.1
C 2.383 0.952 -4.860 -0.2 -0.2 0.0
N 1.014 -1.458 1.004 -1.4 0.5 -1.5
H -1.938 5.149 -0.407 0.1 0.0 0.0
C -2.768 1.191 -0.744 -0.5 0.2 0.3
C -2.768 -1.371 4.877 0.2 0.1 0.1
H 5.029 -5.142 0.382 0.0 0.0 0.0
H -0.106 1.648 -4.064 0.0 0.0 0.0
H -4.347 1.344 0.646 0.0 0.0 0.0
H -1.231 4.194 -3.762 0.0 0.0 0.0
C -4.795 0.453 3.209 -0.1 -0.2 -0.1
C 2.756 0.642 3.619 0.1 -0.1 -0.3
H 0.028 -4.687 3.612 0.0 0.0 0.0
C -3.412 1.876 -1.832 0.2 0.0 0.1
H -6.862 1.691 -1.912 0.0 0.0 0.0
C -0.344 -1.798 3.002 0.1 0.1 -0.3
C -2.506 1.931 -2.851 0.1 -0.1 0.1
H -0.283 3.250 3.769 0.1 0.1 0.0
H 1.279 1.536 5.040 0.0 0.1 -0.1
C -5.892 -0.578 2.908 0.0 0.1 0.0
H 3.876 -1.925 -0.727 0.0 0.0 0.0
H 1.420 -5.602 3.033 0.0 0.0 0.0
H 0.616 -0.045 -5.659 0.0 0.0 0.0
C -2.772 0.287 1.556 -0.1 0.1 -0.1
C 1.872 -2.885 2.595 0.0 0.2 -0.1
H -2.080 -1.018 6.907 0.0 0.0 0.0
Ru -0.036 0.138 0.190 1.5 3.2 2.0
H -0.135 3.374 -1.430 -0.1 -0.1 0.0
H 3.854 -2.984 -2.914 0.0 0.0 0.0
H 4.862 -2.799 1.121 0.0 0.0 0.1
H -3.699 2.526 -4.501 0.0 0.0 0.0
H -2.049 2.111 -4.929 -0.1 0.0 0.0
C -5.852 1.282 -1.942 0.0 0.1 0.0
H -5.718 -1.501 3.461 0.0 0.0 0.0
C 1.937 -3.665 3.868 -0.1 -0.1 -0.1
H -0.409 -2.335 3.939 0.1 0.0 0.0
C 2.242 -1.904 0.605 0.4 -0.2 -0.3
N 1.408 1.026 1.879 -0.9 -1.0 -0.9
C -1.465 4.321 0.092 0.2 -0.2 -0.3
N -1.501 0.830 -1.099 0.9 -1.8 0.7
C 2.227 0.451 -3.459 0.3 -0.1 0.1
C 4.291 -2.333 -3.672 0.1 0.1 0.0
H 2.105 -0.969 -5.833 0.0 0.0 0.0
H 3.655 -2.378 -4.556 0.0 0.0 0.0
C -1.605 3.927 1.411 0.2 -0.3 0.1
N -1.528 -0.271 1.528 -0.1 0.1 0.2
```
Forces are in eV/Å.